Record 1
The following is a DFT calculation (ωB97M-V/def2-TZVPD) of an isolated molecule of C5H11FN2 in a non-equilibrium geometry.

Cartesian coordinates (Å):
C 2.485 -0.789 -0.461
N 1.793 -0.055 0.694
N 0.979 0.958 -0.005
C -0.298 0.819 0.318
C -1.148 1.761 -0.581
C -0.847 -0.367 1.065
C -1.913 -0.884 0.187
F -1.049 -1.752 -0.649
H 3.061 -1.599 -0.019
H 3.070 0.033 -1.171
H 1.847 -1.614 -1.160
H 2.651 0.639 0.872
H -0.398 2.213 -1.363
H -1.986 0.953 -1.115
H -1.804 2.588 -0.065
H -1.162 -0.121 2.079
H 0.003 -1.171 1.112
H -2.564 -0.235 -0.525
H -2.720 -1.379 0.786

E_HOMO   -0.334 Eh
Energy relative to the best compared isomer or geometry (same formula, charge and spin)   4.7973 eV
Electronic energy   -406.3070 a.u.
Max |F|   4.47 eV Å⁻¹
Net charge   0
SMILES   CN/N=C(/C)CCF
Gap between HOMO and LUMO   10.1 eV

For each atom in turn, the Löwdin charge in e is:
1 C -0.172
2 N -0.167
3 N -0.002
4 C -0.332
5 C -0.070
6 C -0.154
7 C -0.176
8 F -0.114
9 H 0.032
10 H 0.115
11 H 0.118
12 H 0.140
13 H 0.097
14 H 0.102
15 H 0.092
16 H 0.119
17 H 0.145
18 H 0.104
19 H 0.121

=====

Record 2
The following is a DFT calculation (ωB97M-V/def2-TZVPD) of an isolated molecule of C5H11FN2 in a non-equilibrium geometry.

Cartesian coordinates (Å):
N -0.716 -2.068 -0.876
C 0.155 -1.099 -0.240
C -0.012 -0.867 1.258
C 0.179 0.651 0.979
N -0.686 1.562 1.732
C -0.208 0.365 -0.464
C 0.488 1.077 -1.611
F 0.237 0.385 -2.790
H -0.636 -1.929 -1.829
H -0.404 -3.021 -0.715
H 1.215 -1.242 -0.492
H -1.080 -1.037 1.604
H 0.675 -1.319 2.001
H 1.306 0.926 1.066
H -0.489 2.491 1.463
H -0.482 1.508 2.736
H -1.313 0.386 -0.601
H 0.179 2.142 -1.766
H 1.589 1.089 -1.455

E_HOMO   -0.338 Eh
Energy relative to the best compared isomer or geometry (same formula, charge and spin)   0.7726 eV
Electronic energy   -406.4549 a.u.
Max |F|   2.52 eV Å⁻¹
Net charge   0
SMILES   N[C@@H]1C[C@H](N)[C@H]1CF
Gap between HOMO and LUMO   10.2 eV

For each atom in turn, the Löwdin charge in e is:
1 N 0.065
2 C -0.381
3 C -0.098
4 C -0.363
5 N 0.042
6 C -0.252
7 C -0.171
8 F -0.056
9 H 0.034
10 H 0.079
11 H 0.148
12 H 0.136
13 H 0.107
14 H 0.165
15 H 0.048
16 H 0.081
17 H 0.166
18 H 0.128
19 H 0.123

=====

Record 3
The following is a DFT calculation (ωB97M-V/def2-TZVPD) of an isolated molecule of C5H11FN2 in a non-equilibrium geometry.

Cartesian coordinates (Å):
C -1.911 -0.677 -0.439
C -0.501 1.673 -0.101
C 0.698 -1.975 0.333
C -0.488 0.194 0.379
C 0.802 -0.532 0.007
N -2.767 0.198 -0.607
N 2.002 0.096 0.462
F 0.917 -0.585 -1.485
H -1.997 -1.718 -0.651
H -1.558 1.832 -0.164
H 0.031 2.285 0.569
H -0.010 1.812 -1.145
H -0.167 -2.336 -0.051
H 1.668 -2.549 0.132
H 0.662 -2.147 1.425
H -0.887 0.047 1.456
H -3.540 -0.206 -1.115
H 2.653 -0.509 -0.049
H 2.119 0.988 0.076

E_HOMO (alpha / beta)   -0.187 / -0.391 Eh
Energy relative to the best compared isomer or geometry (same formula, charge and spin)   0.5569 eV
Electronic energy   -406.2399 a.u.
Max |F|   6.97 eV Å⁻¹
Multiplicity   3
Expectation value of S²   2.007
Net charge   0
Gap between HOMO and LUMO (alpha / beta)   6.2 / 7.9 eV

For each atom in turn, the Löwdin charge in e is:
1 C -0.215
2 C -0.074
3 C -0.035
4 C -0.143
5 C -0.579
6 N 0.053
7 N 0.130
8 F -0.081
9 H 0.081
10 H 0.038
11 H 0.053
12 H 0.122
13 H 0.017
14 H 0.121
15 H 0.103
16 H 0.163
17 H 0.093
18 H 0.097
19 H 0.056

=====

Record 4
The following is a DFT calculation (ωB97M-V/def2-TZVPD) of a cluster of 2 separate species, C5H11FO2Si in total in a non-equilibrium geometry.

Cartesian coordinates (Å):
C 1.214 1.664 2.660
C 1.801 0.680 1.887
C -3.319 -0.616 -0.451
C 1.407 -0.461 -2.717
C 1.352 -0.716 1.938
O -2.100 -0.982 -0.907
O 0.082 -0.642 -2.298
F -0.896 1.365 -0.910
Si -0.655 -0.259 -0.932
H 1.723 2.645 2.790
H 0.453 1.450 3.496
H 2.483 1.121 1.118
H -3.371 -0.439 0.546
H -3.934 -1.497 -0.522
H -3.738 0.281 -0.883
H 1.605 0.514 -3.110
H 1.594 -1.145 -3.540
H 2.072 -0.667 -1.868
H 0.452 -0.895 2.492
H 1.775 -1.400 1.212

E_HOMO (alpha / beta)   -0.294 / -0.286 Eh
Energy relative to the best compared isomer or geometry (same formula, charge and spin)   2.6619 eV
Electronic energy   -736.9174 a.u.
Max |F|   3.59 eV Å⁻¹
Net charge   0
Gap between HOMO and LUMO (alpha / beta)   7.5 / 7.5 eV

For each atom in turn, the Löwdin charge in e is:
1 C -0.038
2 C -0.289
3 C -0.175
4 C -0.135
5 C -0.002
6 O -0.206
7 O -0.223
8 F -0.153
9 Si 0.459
10 H 0.051
11 H 0.078
12 H 0.097
13 H 0.047
14 H 0.092
15 H 0.096
16 H 0.076
17 H 0.085
18 H 0.081
19 H 0.035
20 H 0.023

=====

Record 5
The following is a DFT calculation (ωB97M-V/def2-TZVPD) of a cluster of 2 separate species, C5H11I2N2O3 in total in a non-equilibrium geometry.

Cartesian coordinates (Å):
I 1.623 -1.729 2.643
C 0.401 -1.263 0.943
C 0.378 0.231 0.707
O -0.488 0.877 1.611
C -1.808 0.525 1.302
C -2.081 -0.938 1.588
I -3.889 -1.500 0.545
N -0.975 -1.864 1.139
H 0.855 -1.743 0.090
H 1.376 0.601 0.894
H 0.109 0.487 -0.319
H -2.498 1.109 1.898
H -2.023 0.742 0.257
H -2.287 -1.127 2.626
H -1.256 -2.396 0.311
H -0.867 -2.565 1.877
C 1.622 2.056 -2.797
N 2.304 0.819 -2.316
O 3.193 0.940 -1.499
O 1.910 -0.239 -2.772
H 2.070 2.908 -2.301
H 1.761 2.106 -3.872
H 0.567 1.963 -2.556

E_HOMO   -0.505 Eh
Electronic energy   -1127.3549 a.u.
Max |F|   1.13 eV Å⁻¹
Net charge   +1
Gap between HOMO and LUMO   9.8 eV

For each atom in turn, the Löwdin charge in e is:
1 I 1.006
2 C -0.634
3 C -0.265
4 O -0.101
5 C -0.276
6 C -0.635
7 I 0.978
8 N -0.009
9 H 0.097
10 H 0.114
11 H 0.126
12 H 0.141
13 H 0.105
14 H 0.094
15 H 0.130
16 H 0.117
17 C 0.051
18 N -0.457
19 O 0.070
20 O 0.051
21 H 0.099
22 H 0.107
23 H 0.092

=====

Record 6
The following is a DFT calculation (ωB97M-V/def2-TZVPD) of a structure of composition C5H11I2N3O in a non-equilibrium geometry.

Cartesian coordinates (Å):
C -1.833 -0.564 1.293
C 0.512 0.711 2.044
C -0.110 0.811 -1.028
C 1.237 1.430 -1.483
C -0.268 -0.370 1.314
N 0.437 -1.253 -2.094
N 0.093 -0.362 -0.115
N 0.346 -1.455 -0.868
O 0.520 -2.496 -0.298
I 0.831 3.235 -2.582
I 0.922 -3.728 -3.043
H -2.142 -0.703 2.300
H -2.231 0.307 0.977
H -2.205 -1.217 0.578
H 0.189 1.569 1.560
H 1.662 0.437 1.842
H 0.161 0.632 3.051
H -0.968 1.395 -0.510
H -0.666 0.563 -1.991
H 1.647 1.661 -0.549
H 1.614 0.598 -2.112
H 0.253 -1.201 1.713

E_HOMO (alpha / beta)   -0.344 / -0.344 Eh
Energy relative to the best compared isomer or geometry (same formula, charge and spin)   0.4175 eV
Electronic energy   -1031.7474 a.u.
Max |F|   4.16 eV Å⁻¹
Net charge   0
Gap between HOMO and LUMO (alpha / beta)   7.0 / 7.0 eV

For each atom in turn, the Löwdin charge in e is:
1 C 0.008
2 C -0.028
3 C -0.319
4 C -0.623
5 C -0.341
6 N 0.006
7 N -0.071
8 N -0.497
9 O -0.094
10 I 0.758
11 I 0.351
12 H 0.076
13 H 0.027
14 H 0.068
15 H 0.039
16 H 0.152
17 H 0.078
18 H 0.135
19 H 0.109
20 H 0.007
21 H 0.048
22 H 0.111